1.
18
Properties=species:S:1:pos:R:3:mulliken_charge:R:1 method="wB97M-V/def2-TZVPD" charge=0 smiles=NCCN.O.O gap_ha=0.38538
N -0.368 -0.196 -2.482 -0.61
C 0.050 -1.331 -1.643 -0.23
C 0.954 -0.890 -0.505 -0.94
N 0.155 -0.353 0.639 -0.61
H -0.064 0.661 -2.023 0.19
H -1.373 -0.128 -2.527 0.27
H 0.645 -1.994 -2.282 0.24
H -0.823 -1.874 -1.281 0.28
H 1.615 -1.679 -0.165 0.43
H 1.560 -0.056 -0.872 0.43
H -0.378 -1.181 0.876 0.23
H 0.866 -0.277 1.380 0.27
O -0.633 2.438 0.414 -0.70
H -0.549 2.829 -0.459 0.31
H -0.478 1.478 0.342 0.44
O -0.323 0.491 3.720 -0.66
H -0.457 0.681 2.781 0.34
H -0.400 1.381 4.088 0.33


2.
18
Properties=species:S:1:pos:R:3:mulliken_charge:R:1 method="wB97M-V/def2-TZVPD" charge=0 smiles=NCCN.O.O gap_ha=0.36939
N -1.191 -1.710 -1.245 -0.68
C 0.043 -0.949 -0.997 -0.39
C -0.253 0.528 -0.940 -0.43
N 0.956 1.361 -0.948 -0.59
H -1.699 -1.803 -0.363 0.25
H -0.927 -2.651 -1.498 0.22
H 0.750 -1.176 -1.799 0.49
H 0.544 -1.230 -0.070 0.21
H -0.920 0.803 -1.762 0.36
H -0.802 0.764 -0.041 0.15
H 1.612 1.032 -1.638 0.20
H 0.728 2.320 -1.158 0.21
O -1.191 -0.559 1.951 -0.58
H -0.977 -1.222 2.621 0.28
H -0.854 0.270 2.325 0.29
O 1.015 1.416 1.950 -0.64
H 1.411 1.558 1.066 0.35
H 1.755 1.247 2.544 0.30


3.
18
Properties=species:S:1:pos:R:3:mulliken_charge:R:1 method="wB97M-V/def2-TZVPD" charge=0 smiles=NCCN.O.O gap_ha=0.35728
N -2.479 1.419 0.086 -0.60
C -1.099 1.882 0.218 -0.34
C -0.070 0.938 -0.367 -0.29
N 1.236 1.164 0.300 -0.63
H -3.070 2.122 -0.334 0.23
H -2.878 1.175 0.979 0.21
H -0.962 2.845 -0.258 0.27
H -0.823 2.060 1.253 0.30
H 0.089 1.121 -1.431 0.28
H -0.369 -0.112 -0.293 0.08
H 1.953 0.576 -0.111 0.25
H 1.114 0.966 1.287 0.24
O 0.121 -3.458 -0.740 -0.64
H -0.810 -3.528 -0.977 0.31
H 0.181 -2.617 -0.262 0.35
O 2.369 -1.920 0.365 -0.63
H 2.820 -2.629 0.835 0.29
H 2.677 -2.004 -0.550 0.33


Relative energies with respect to the most stable structure, expressed in hartree: 1 0.0105; 2 0.0000; 3 0.0152.


1.
18
Properties=species:S:1:pos:R:3:mulliken_charge:R:1 method="wB97M-V/def2-TZVPD" multiplicity=3 s_squared=2.01 charge=+1 gap_ha="0.24035 / 0.29909"
C 2.635 -0.900 0.103 -0.14
C 1.453 0.978 -0.306 -0.47
C -0.760 -0.324 0.066 0.76
C -1.379 -1.679 0.003 -1.11
C -1.546 0.909 0.235 -1.26
N 1.423 -1.326 -0.145 -0.50
N 0.569 -0.214 -0.121 0.41
N 2.725 0.536 0.113 -0.10
H 3.366 -1.675 0.339 0.41
H 1.396 1.236 -1.312 0.28
H 1.134 1.815 0.294 0.39
H -2.446 -1.918 0.242 0.35
H -0.885 -2.063 0.891 0.35
H -0.819 -2.128 -0.837 0.32
H -2.118 1.123 -0.787 0.27
H -1.119 1.843 0.574 0.35
H -2.413 0.671 0.827 0.37
H 3.473 1.092 0.531 0.30


2.
18
Properties=species:S:1:pos:R:3:mulliken_charge:R:1 method="wB97M-V/def2-TZVPD" multiplicity=3 s_squared=2.01 charge=+1 gap_ha="0.27603 / 0.24813"
C 1.265 0.611 -0.220 0.08
C -0.846 1.948 0.058 -0.64
C -2.355 -0.443 0.037 -0.34
C 2.084 -0.571 -0.058 -0.24
C -1.334 0.552 -0.277 0.28
N -0.052 0.679 -0.132 0.01
N 3.464 -0.389 0.027 -0.31
N -1.868 -1.737 -0.121 -0.46
H 1.821 1.595 -0.366 0.30
H -0.851 2.699 -0.683 0.31
H -0.918 2.216 1.083 0.29
H -2.961 -0.074 1.002 0.26
H -3.131 -0.335 -0.768 0.28
H 1.754 -1.497 0.409 0.31
H 3.969 0.420 -0.279 0.23
H 3.849 -1.165 0.487 0.24
H -1.472 -2.209 0.621 0.17
H -2.420 -2.302 -0.818 0.23


Relative energies with respect to the most stable structure, expressed in hartree: 1 0.0000; 2 0.0174.


1.
12
Properties=species:S:1:pos:R:3:mulliken_charge:R:1 method="wB97M-V/def2-TZVPD" charge=0 smiles="C=COC(C#N)C#N" gap_ha=0.40467
C -0.572 -1.914 1.996 -0.65
C -0.177 -0.804 1.395 0.08
O 0.946 -0.651 0.504 -0.35
C 0.598 0.198 -0.551 0.53
C -0.567 -0.209 -1.411 0.30
N -1.571 -0.450 -1.901 -0.34
C 0.547 1.601 -0.419 -0.07
N 0.659 2.787 -0.339 -0.42
H -0.213 -2.854 1.851 0.31
H -1.161 -2.045 2.981 0.21
H -0.367 0.275 1.781 0.23
H 1.577 0.243 -1.032 0.16


2.
12
Properties=species:S:1:pos:R:3:mulliken_charge:R:1 method="wB97M-V/def2-TZVPD" charge=0 smiles="C=CC(O)(C#N)C#N" gap_ha=0.41666
C 0.106 -0.896 -2.172 -0.72
C -0.325 0.116 -1.431 -0.50
C 0.070 0.419 0.026 1.62
O 0.641 1.667 0.170 -0.55
C 1.004 -0.636 0.577 -0.35
N 1.592 -1.545 0.960 -0.37
C -1.102 0.335 0.898 -0.01
N -2.010 0.151 1.621 -0.37
H 0.843 -1.607 -1.878 0.29
H -0.341 -1.017 -3.154 0.25
H -1.106 0.731 -1.818 0.31
H -0.121 2.284 0.026 0.41


3.
12
Properties=species:S:1:pos:R:3:mulliken_charge:R:1 method="wB97M-V/def2-TZVPD" charge=0 smiles="C1=c2ncoc2=NC1" gap_ha=0.34383
C -0.412 -0.540 -0.611 -0.67
C 0.925 -0.181 -0.356 0.60
N 2.311 -0.433 -0.625 -0.58
C 2.910 0.334 0.199 0.02
O 2.115 1.046 1.093 -0.38
C 0.864 0.689 0.788 0.52
N -0.278 1.052 1.225 -0.62
C -1.182 0.325 0.387 -0.33
H -0.963 -1.156 -1.314 0.41
H 3.941 0.448 0.266 0.45
H -1.967 1.087 -0.030 0.30
H -1.611 -0.493 0.828 0.27


Relative energies with respect to the most stable structure, expressed in hartree: 1 0.0658; 2 0.0094; 3 0.0000.


1.
10
Properties=species:S:1:pos:R:3:mulliken_charge:R:1 method="wB97M-V/def2-TZVPD" charge=0 gap_ha=0.29436
C 1.026 0.572 0.069 -0.21
C -1.420 -0.886 -0.160 -1.02
O 3.541 0.080 -0.253 -0.49
P -0.694 0.849 -0.354 0.15
S 2.202 -0.463 -0.349 0.33
H 1.128 2.376 0.455 0.20
H -0.932 -1.458 0.626 0.32
H -1.448 -1.520 -1.050 0.32
H -2.460 -0.860 0.109 0.35
H -0.943 1.309 0.908 0.04


2.
10
Properties=species:S:1:pos:R:3:mulliken_charge:R:1 method="wB97M-V/def2-TZVPD" charge=0 smiles="C=PO.C=S" gap_ha=0.30561
C 1.496 -0.300 -0.065 -0.47
P 0.473 -1.559 0.236 0.17
O 1.106 -2.176 1.531 -0.48
H 2.511 -0.235 0.279 0.25
H 1.212 0.335 -0.974 0.21
H 2.110 -2.019 1.715 0.34
C -2.317 1.449 -0.756 -0.29
S -1.203 2.139 0.110 -0.20
H -2.194 0.399 -1.118 0.18
H -3.195 1.967 -0.959 0.29


Relative energies with respect to the most stable structure, expressed in hartree: 1 0.1068; 2 0.0000.


1.
10
Properties=species:S:1:pos:R:3:mulliken_charge:R:1 method="wB97M-V/def2-TZVPD" charge=0 gap_ha=0.28954
C -0.855 -1.155 0.561 -0.55
C 0.566 1.022 0.070 -0.09
O 1.300 0.794 -1.141 -0.49
P -1.194 0.422 -0.078 -0.10
S 0.906 0.035 1.669 -0.13
H -1.575 -1.417 1.337 0.35
H -0.279 -1.852 -0.078 0.31
H 0.856 2.081 0.399 0.35
H 1.317 -0.134 -1.315 0.35
H -1.041 0.203 -1.424 0.01


2.
10
Properties=species:S:1:pos:R:3:mulliken_charge:R:1 method="wB97M-V/def2-TZVPD" charge=0 smiles=C[PH]#CSO gap_ha=0.30086
C 0.888 1.651 0.065 -0.88
P 0.656 0.178 1.171 -0.01
C -0.262 -0.829 0.003 -0.17
S -0.523 -2.388 0.262 0.25
O -1.401 -2.874 -1.084 -0.50
H 0.072 1.737 -0.649 0.28
H 1.830 1.549 -0.470 0.28
H 0.937 2.547 0.676 0.34
H -0.544 0.621 1.740 0.05
H -1.654 -2.192 -1.715 0.35


Relative energies with respect to the most stable structure, expressed in hartree: 1 0.0073; 2 0.0000.


1.
18
Properties=species:S:1:pos:R:3:mulliken_charge:R:1 method="wB97M-V/def2-TZVPD" multiplicity=2 s_squared=0.77 charge=-1 gap_ha="0.16256 / 0.21929"
C 2.480 0.624 0.467 -1.23
C 1.070 1.101 0.022 -0.42
C -0.071 0.389 0.694 -0.86
C -1.234 -0.221 0.142 -0.23
N -2.223 0.540 -0.437 -0.48
C -3.449 0.498 -0.049 -0.60
H 2.945 1.285 1.202 0.32
H 2.239 -0.305 0.987 0.38
H 3.127 0.436 -0.384 0.30
H 0.999 2.198 -0.027 0.36
H 1.000 0.771 -1.028 0.22
H 0.143 0.116 1.739 0.35
H -1.445 -1.278 0.352 0.38
H -3.739 -0.157 0.781 0.32
H -4.155 1.269 -0.341 0.24
H 1.610 -2.675 -0.181 0.33
H 1.789 -1.471 -0.985 0.32
O 2.305 -2.241 -0.701 -0.70


2.
18
Properties=species:S:1:pos:R:3:mulliken_charge:R:1 method="wB97M-V/def2-TZVPD" multiplicity=2 s_squared=0.75 charge=-1 gap_ha="0.10680 / 0.34390"
C 0.341 -1.270 -0.769 -0.50
N 0.104 -0.076 -0.150 1.80
C -0.877 0.880 -0.737 -1.15
C -1.832 1.861 0.120 -1.72
C 0.729 0.316 1.171 -1.73
C 1.918 -0.514 1.680 -1.50
O -0.341 -1.584 -1.737 -0.48
H 0.673 -2.128 -0.208 0.14
H -1.560 0.342 -1.304 0.22
H -0.286 1.411 -1.499 0.63
H -2.765 1.384 0.172 0.36
H -2.053 2.696 -0.554 0.16
H -1.367 2.076 1.130 1.04
H 1.008 1.411 0.901 0.16
H -0.071 0.555 1.970 0.11
H 2.973 -0.515 1.036 0.20
H 1.965 -0.100 2.748 0.98
H 1.804 -1.577 1.767 0.28


3.
18
Properties=species:S:1:pos:R:3:mulliken_charge:R:1 method="wB97M-V/def2-TZVPD" multiplicity=2 s_squared=0.78 charge=-1 gap_ha="0.08488 / 0.17421"
C -2.036 -2.869 0.230 -0.92
N -0.989 -2.675 1.116 -0.19
C 0.188 -1.946 0.861 -0.48
C 0.447 -0.761 0.258 -0.80
C 1.660 -0.790 -0.570 -0.25
C 2.342 0.351 -0.972 -0.88
H -1.831 -3.463 -0.705 0.22
H -2.726 -3.415 0.850 0.40
H -2.357 -1.923 -0.238 0.18
H -0.982 -3.224 1.961 0.27
H 1.054 -2.464 1.340 0.27
H -0.177 0.176 0.330 0.39
H 1.782 -1.553 -1.311 0.26
H 2.964 0.387 -1.885 0.24
H 2.149 1.208 -0.339 0.30
H -0.471 7.089 0.119 0.32
H -0.375 7.062 -1.443 0.33
O -0.965 6.868 -0.667 -0.66


4.
18
Properties=species:S:1:pos:R:3:mulliken_charge:R:1 method="wB97M-V/def2-TZVPD" multiplicity=2 s_squared=0.75 charge=-1 gap_ha="0.11908 / 0.27665"
C -0.737 2.379 -0.799 -1.02
N 0.146 1.454 -0.159 -0.29
C 1.078 -2.256 0.355 -1.22
C 0.954 -0.734 0.494 -0.68
C -0.240 0.055 -0.185 0.21
C -1.517 -0.280 0.747 -0.56
O -2.633 -0.109 0.511 -0.53
H -1.349 2.891 -0.004 0.21
H -1.265 1.806 -1.670 0.31
H -0.102 3.157 -1.272 0.44
H 1.118 1.463 -0.659 0.28
H 0.634 -2.736 -0.660 0.24
H 0.570 -2.810 1.103 0.35
H 2.157 -2.596 -0.052 0.32
H 1.921 -0.212 0.225 0.33
H 0.724 -0.493 1.638 0.21
H -0.353 -0.282 -1.309 0.21
H -1.106 -0.696 1.696 0.18


Relative energies with respect to the most stable structure, expressed in hartree: 1 0.0095; 2 0.0000; 3 0.0359; 4 0.0222.